No. 1
Entry from the OMol25 dataset: a cluster of 2 separate species, C4H13N3 in total at a distorted geometry (wB97M-V/def2-TZVPD).

Summary:
HOMO: -17.521 eV
Relative energy (zero: lowest compared OMol25 entry of this formula, charge and spin): 4.637 eV
Calculated total energy: -323.72259 Ha
E_LUMO: -9.1 eV

```
! RIJCOSX wB97M-V def2-TZVPD def2/J DEFGRID3
* xyz 2 1
C 1.008 -1.691 -1.087
C -3.153 2.301 0.983
C -2.196 1.206 1.173
C -0.832 1.438 1.492
N 1.335 -2.918 -1.519
N 1.706 -0.648 -0.921
N 3.199 -0.926 -0.828
H -0.128 -1.578 -0.981
H -4.091 2.089 1.493
H -2.861 3.356 1.091
H -3.527 2.020 -0.050
H -2.529 0.236 0.892
H -0.518 0.403 1.711
H -0.781 2.270 2.236
H -0.369 1.716 0.454
H 0.599 -3.391 -2.095
H 2.291 -3.256 -1.623
H 3.697 -0.480 -1.687
H 3.569 -1.940 -0.650
H 3.581 -0.207 -0.083
*
```

Calculated atomic charges, method natural (NBO), unit e: 0.2957 -0.7496 0.4086 -0.7563 -0.7913 -0.3393 -0.6310 0.2230 0.3335 0.2863 0.3288 0.2167 0.2707 0.3125 0.3475 0.4517 0.4064 0.4642 0.4473 0.4747


No. 2
Entry from the OMol25 dataset: a cluster of 13 separate species, C74H181N11O2 in total at a distorted geometry (wB97M-V/def2-TZVPD).

Summary:
HOMO: -8.120 eV
Relative energy (zero: lowest compared OMol25 entry of this formula, charge and spin): 0.964 eV
Calculated total energy: -3680.47616 Ha
E_LUMO: 0.1 eV

```
! RIJCOSX wB97M-V def2-TZVPD def2/J DEFGRID3
* xyz 0 1
C -34.494 18.285 18.949
C -33.720 17.040 19.365
N -32.512 16.812 18.539
C -31.777 15.620 18.975
C -32.682 14.389 18.877
C -31.571 17.948 18.474
C -30.688 17.955 17.345
H -35.523 18.300 19.309
H -34.534 18.502 17.881
H -34.172 19.195 19.454
H -33.461 17.112 20.421
H -34.439 16.224 19.287
H -30.863 15.454 18.405
H -31.476 15.797 20.007
H -33.394 14.370 19.702
H -33.241 14.403 17.941
H -32.140 13.447 18.956
H -31.078 17.932 19.446
H -32.223 18.821 18.450
H -29.996 17.113 17.345
H -30.107 18.878 17.339
H -31.260 17.896 16.420
C -29.035 7.245 6.011
C -28.055 8.304 6.650
N -27.442 7.870 7.913
C -26.607 6.633 7.707
C -26.071 5.941 8.927
C -26.666 8.985 8.542
C -27.484 10.275 8.815
H -29.887 7.004 6.647
H -28.667 6.244 5.785
H -29.467 7.669 5.105
H -27.261 8.553 5.946
H -28.582 9.251 6.766
H -27.052 5.894 7.041
H -25.677 6.872 7.191
H -25.814 4.898 8.740
H -25.189 6.441 9.327
H -26.794 5.830 9.735
H -25.777 9.232 7.963
H -26.233 8.671 9.492
H -28.256 9.897 9.485
H -27.945 10.742 7.944
H -26.929 11.021 9.385
C -17.078 21.155 2.943
C -18.090 22.166 3.563
N -19.166 21.480 4.259
C -18.691 20.657 5.403
C -17.878 21.395 6.427
C -19.986 20.704 3.365
C -21.281 20.196 4.026
H -16.318 21.743 2.427
H -17.538 20.603 2.124
H -16.499 20.574 3.660
H -17.596 22.878 4.223
H -18.543 22.777 2.781
H -19.572 20.243 5.894
H -18.170 19.768 5.046
H -18.316 22.367 6.658
H -17.857 20.776 7.324
H -16.850 21.616 6.139
H -19.428 19.803 3.108
H -20.184 21.308 2.480
H -21.169 19.440 4.803
H -21.830 19.661 3.251
H -21.849 20.994 4.506
C -34.048 21.371 11.645
C -32.790 21.410 12.473
N -32.424 22.780 12.907
C -31.259 22.798 13.765
C -29.941 22.719 12.984
C -33.473 23.468 13.606
C -33.958 22.787 14.933
H -34.081 20.455 11.055
H -34.122 22.238 10.990
H -34.898 21.415 12.326
H -32.898 20.755 13.338
H -31.981 21.057 11.834
H -31.301 21.947 14.445
H -31.270 23.676 14.411
H -29.112 22.547 13.671
H -29.679 23.558 12.340
H -29.941 21.842 12.337
H -33.095 24.434 13.939
H -34.269 23.746 12.915
H -33.194 22.341 15.570
H -34.601 23.471 15.488
H -34.552 21.913 14.668
C -20.157 27.997 5.574
C -20.857 26.720 6.049
N -22.318 26.981 6.138
C -22.950 25.935 6.945
C -24.491 26.085 6.981
C -22.872 27.113 4.795
C -22.737 25.903 3.898
H -20.256 28.791 6.313
H -20.319 28.372 4.563
H -19.111 27.705 5.671
H -20.627 25.878 5.395
H -20.559 26.466 7.066
H -22.759 24.970 6.475
H -22.617 26.007 7.980
H -24.876 27.047 7.317
H -24.915 25.970 5.983
H -24.842 25.257 7.597
H -22.377 27.886 4.207
H -23.882 27.520 4.828
H -23.434 26.003 3.065
H -22.951 24.987 4.448
H -21.697 25.874 3.575
C -26.114 17.799 12.300
C -25.214 18.635 13.246
N -24.049 19.239 12.647
C -23.170 19.816 13.658
C -22.395 18.766 14.383
C -24.391 20.188 11.558
C -23.159 20.152 10.622
H -26.763 17.159 12.898
H -25.530 17.158 11.640
H -26.771 18.482 11.762
H -25.780 19.427 13.736
H -24.990 17.974 14.084
H -22.407 20.504 13.294
H -23.746 20.389 14.384
H -21.680 19.214 15.073
H -23.072 18.322 15.113
H -21.975 17.979 13.756
H -24.510 21.231 11.850
H -25.251 19.851 10.979
H -22.260 20.591 11.055
H -23.317 20.679 9.681
H -22.950 19.117 10.352
C -28.615 10.563 15.125
C -27.599 9.398 15.364
N -28.245 8.065 15.434
C -28.653 7.515 14.132
C -28.831 6.025 14.085
C -29.204 7.917 16.498
C -28.543 8.345 17.840
H -28.119 11.534 15.142
H -29.304 10.592 15.968
H -29.226 10.503 14.224
H -26.839 9.409 14.583
H -27.033 9.626 16.267
H -29.599 7.975 13.846
H -27.956 7.770 13.333
H -29.299 5.678 13.164
H -27.930 5.460 14.321
H -29.487 5.779 14.920
H -29.491 6.878 16.658
H -30.137 8.466 16.372
H -29.256 8.088 18.624
H -28.344 9.413 17.934
H -27.614 7.799 18.003
C -24.870 14.337 19.104
C -24.854 13.245 20.186
N -23.497 13.219 20.690
C -22.604 12.335 19.956
C -22.800 10.813 20.162
C -23.362 13.101 22.147
C -24.009 14.244 22.942
H -25.818 14.378 18.567
H -24.194 14.105 18.282
H -24.683 15.361 19.426
H -25.567 13.543 20.955
H -25.089 12.251 19.807
H -21.622 12.617 20.334
H -22.674 12.525 18.885
H -23.815 10.415 20.137
H -22.504 10.616 21.193
H -22.125 10.154 19.617
H -23.693 12.136 22.530
H -22.289 13.123 22.342
H -23.857 14.127 24.014
H -23.428 15.139 22.721
H -25.063 14.432 22.734
C -12.947 21.512 11.255
C -12.685 20.030 11.114
N -13.852 19.233 11.348
C -13.565 17.797 11.068
C -13.292 17.462 9.615
C -14.268 19.353 12.748
C -15.768 18.916 13.063
H -12.090 22.143 11.018
H -13.160 21.805 12.283
H -13.754 21.811 10.587
H -12.375 19.882 10.079
H -11.790 19.685 11.631
H -12.702 17.483 11.656
H -14.372 17.148 11.409
H -12.314 17.869 9.358
H -13.334 16.373 9.607
H -14.052 17.951 9.006
H -14.147 20.370 13.122
H -13.622 18.683 13.316
H -15.956 17.905 12.702
H -16.467 19.512 12.476
H -15.939 19.013 14.135
C -18.132 12.023 9.149
C -19.637 12.179 9.227
N -20.046 12.840 10.461
C -19.454 14.139 10.689
C -19.604 15.143 9.580
C -21.533 12.788 10.619
C -22.065 13.424 11.957
H -17.571 12.949 9.024
H -17.877 11.350 8.331
H -17.745 11.467 10.003
H -19.965 12.796 8.391
H -20.093 11.191 9.162
H -19.807 14.587 11.618
H -18.407 13.926 10.902
H -19.183 14.740 8.659
H -20.652 15.368 9.387
H -19.092 16.094 9.727
H -21.882 11.757 10.565
H -21.965 13.280 9.747
H -23.120 13.152 11.974
H -22.002 14.512 11.950
H -21.554 13.072 12.854
C -19.357 27.918 11.711
C -19.070 26.429 12.108
N -17.724 26.290 12.613
C -16.700 26.655 11.646
C -15.543 27.245 12.497
C -17.503 24.892 13.102
C -18.071 24.677 14.515
H -18.579 28.628 11.990
H -20.319 28.163 12.162
H -19.556 28.030 10.645
H -19.784 26.183 12.894
H -19.352 25.755 11.300
H -16.326 25.739 11.189
H -17.106 27.407 10.970
H -15.819 28.171 13.001
H -15.134 26.505 13.184
H -14.704 27.578 11.885
H -16.441 24.648 13.112
H -17.770 24.243 12.268
H -17.947 25.554 15.151
H -17.634 23.799 14.991
H -19.150 24.531 14.538
C -24.757 20.764 19.694
C -24.470 19.944 20.918
C -25.930 19.587 21.389
O -26.734 20.645 21.004
C -25.920 21.583 20.245
H -25.016 20.118 18.855
H -23.887 21.353 19.403
H -23.905 20.520 21.649
H -23.823 19.112 20.639
H -25.845 19.416 22.462
H -26.125 18.659 20.850
H -25.517 22.371 20.882
H -26.559 22.040 19.490
C -28.238 20.858 6.457
C -27.548 19.538 6.149
C -27.857 19.353 4.670
O -29.112 19.993 4.522
C -29.219 21.185 5.334
H -27.425 21.572 6.593
H -28.743 20.876 7.423
H -27.920 18.665 6.685
H -26.462 19.606 6.214
H -27.791 18.302 4.385
H -27.210 19.908 3.991
H -30.230 21.443 5.650
H -28.834 22.077 4.841
*
```

Results of the Löwdin charge analysis, in e, for atoms 1 through 99: -0.1089 -0.2459 -0.1875 -0.2594 -0.0961 -0.3003 -0.1053 0.0674 0.0795 0.0635 0.1150 0.1004 0.1043 0.1079 0.0596 0.0796 0.0664 0.1198 0.1014 0.0690 0.0825 0.0870 -0.0801 -0.2432 -0.1645 -0.2566 -0.1117 -0.2494 -0.0876 0.0669 0.0503 0.0630 0.1077 0.0904 0.0972 0.1055 0.0717 0.0668 0.0719 0.1029 0.1016 0.0735 0.0560 0.0680 -0.0819 -0.2426 -0.2056 -0.2647 -0.0945 -0.2744 -0.0893 0.0633 0.0650 0.0671 0.1018 0.1077 0.0983 0.1086 0.0784 0.0745 0.0667 0.1023 0.1195 0.0581 0.0684 0.0735 -0.0946 -0.2531 -0.1919 -0.2777 -0.0813 -0.2654 -0.0735 0.0753 0.0802 0.0644 0.1097 0.1061 0.1015 0.1140 0.0655 0.0706 0.0558 0.1014 0.1074 0.0627 0.0697 0.0529 -0.0879 -0.2494 -0.1851 -0.2563 -0.0898 -0.2853 -0.0865 0.0740 0.0661 0.0648 0.1008


No. 3
Entry from the OMol25 dataset: a structure of composition C36H42HfN5O3P2S3 at a distorted geometry (wB97M-V/def2-TZVPD).

Summary:
HOMO: -10.364 eV
Relative energy (zero: lowest compared OMol25 entry of this formula, charge and spin): 0.000 eV
Calculated total energy: -3821.83915 Ha
E_LUMO: -1.9 eV

```
! RIJCOSX wB97M-V def2-TZVPD def2/J DEFGRID3
* xyz 1 1
Hf 0.989 1.156 -1.062
S -1.596 0.557 -1.152
P -1.055 -0.109 0.703
C 0.594 0.312 0.988
P 0.969 1.738 1.894
S 2.414 2.645 0.825
C 1.596 1.374 3.561
C 2.800 1.911 4.006
C 3.282 1.590 5.270
C 2.568 0.729 6.090
C 1.366 0.187 5.650
C 0.886 0.505 4.388
C -0.364 2.957 2.169
C -0.869 3.201 3.446
C -1.861 4.158 3.637
C -2.347 4.881 2.559
C -1.837 4.656 1.287
C -0.850 3.702 1.094
C -2.379 0.301 1.876
C -3.338 1.262 1.581
C -4.330 1.555 2.509
C -4.359 0.898 3.732
C -3.409 -0.075 4.024
C -2.426 -0.380 3.095
C -1.159 -1.930 0.692
C -2.258 -2.577 0.122
C -2.390 -3.954 0.234
C -1.431 -4.691 0.925
C -0.339 -4.053 1.494
C -0.198 -2.671 1.374
H 3.358 2.581 3.365
H 4.219 2.012 5.613
H 2.949 0.475 7.073
H 0.804 -0.485 6.290
H -0.048 0.082 4.043
H -0.482 2.657 4.296
H -2.246 4.341 4.634
H -3.112 5.636 2.711
H -2.192 5.241 0.446
H -0.427 3.596 0.111
H -3.309 1.775 0.628
H -5.079 2.303 2.277
H -5.129 1.137 4.457
H -3.445 -0.605 4.969
H -1.714 -1.172 3.300
H -3.007 -1.993 -0.400
H -3.250 -4.453 -0.199
H -1.547 -5.765 1.027
H 0.398 -4.627 2.046
H 0.647 -2.150 1.816
N 3.249 1.048 -1.708
C 3.522 2.060 -2.793
C 3.246 3.496 -2.354
C 1.788 3.892 -2.161
O 1.445 5.039 -2.216
O 0.933 2.877 -1.941
H 3.788 1.299 -0.888
H 3.569 0.139 -2.012
H 2.898 1.808 -3.647
H 4.559 1.988 -3.113
H 3.653 4.183 -3.092
H 3.757 3.715 -1.413
N 1.418 -1.141 -1.487
C 1.315 -2.291 -1.493
N 1.200 -3.595 -1.491
C 2.250 -4.469 -0.939
C 2.930 -5.183 -2.091
O 1.976 -5.877 -2.883
C 1.010 -5.009 -3.454
C 0.239 -4.285 -2.369
H 1.765 -5.196 -0.287
H 2.953 -3.878 -0.356
H 3.632 -5.922 -1.716
H 3.473 -4.457 -2.707
H 0.338 -5.626 -4.047
H 1.498 -4.279 -4.112
H -0.307 -5.001 -1.756
H -0.463 -3.563 -2.776
C -1.363 2.910 -3.788
N -1.783 1.634 -4.364
C -1.031 0.536 -4.448
S 0.581 0.499 -3.894
N -1.614 -0.526 -5.032
C -0.979 -1.796 -5.352
H -2.088 3.664 -4.086
H -0.383 3.186 -4.167
H -1.313 2.869 -2.705
H -2.749 1.558 -4.635
H -2.517 -0.372 -5.450
H -0.071 -1.886 -4.767
H -0.719 -1.852 -6.409
H -1.660 -2.613 -5.111
*
```

Calculated atomic charges, method Löwdin, unit e: 1.1291 0.3567 0.4656 -0.6593 0.4416 0.4246 -0.3457 -0.0930 -0.0688 -0.0741 -0.0703 -0.0981 -0.3296 -0.0657 -0.0678 -0.0739 -0.0644 -0.1047 -0.3358 -0.1040 -0.0663 -0.0671 -0.0639 -0.0942 -0.3620 -0.0864 -0.0773 -0.0871 -0.0865 -0.1048 0.0657 0.1088 0.1082 0.1075 0.0797 0.0979 0.1103 0.1095 0.1122 0.0698 0.0719 0.1115 0.1099 0.1103 0.1012 0.0971 0.1094 0.1101 0.1090 0.0992 -0.0861 -0.2173 -0.1080 -0.6003 0.1213 -0.3580 0.0399 0.0856 0.0620 0.1210 0.1322 0.1005 0.0752 -0.2057 -0.0551 -0.0942 -0.1739 -0.1117 -0.1764 -0.0927 0.1262 0.1392 0.1345 0.1314 0.1352 0.1294 0.1248 0.1245 -0.0857 -0.0351 -0.7910 0.6703 -0.0343 -0.0868 0.0985 0.0773 0.0275 0.1425 0.1416 0.0267 0.0925 0.0865